## a
The following is a DFT calculation (ωB97M-V/def2-TZVPD) of C2H4ClNOS in the gas phase.

Structure (XYZ):
```
10
C2H4ClNOS ωB97M-V/def2-TZVPD
O -1.70 -0.40 -0.66
N -0.99 0.67 -0.14
C 0.13 0.61 0.51
S 0.75 1.92 1.30
C 0.94 -0.66 0.37
Cl 1.61 -0.82 -1.30
H -1.33 -0.62 -1.52
H -1.58 1.53 -0.18
H 0.38 -1.54 0.62
H 1.79 -0.69 1.01
```

Properties
Total charge   0
SMILES   ONC(=S)CCl
LUMO level   0.2 eV
Orbital gap   0.3286 hartree

These are the natural (NBO) partial charges, in e, on atoms 1 to 5:
1 O -0.5390
2 N -0.2767
3 C 0.0646
4 S -0.1299
5 C -0.4247



## b
The following is a DFT calculation (ωB97M-V/def2-TZVPD) of C2H4ClNOS in the gas phase.

Structure (XYZ):
```
10
C2H4ClNOS ωB97M-V/def2-TZVPD
O -0.64 -0.72 1.52
N -1.09 -0.05 0.32
C -0.25 0.63 -0.51
S -0.98 1.33 -1.76
C 1.21 0.22 -0.40
Cl 1.30 -1.64 -0.16
H -0.83 -1.64 1.54
H -1.93 0.46 0.47
H 1.72 0.81 0.50
H 1.48 0.61 -1.51
```

Properties
Total charge   0
SMILES   ONC(=S)CCl
LUMO level   -0.2 eV
Orbital gap   0.3276 hartree

These are the natural (NBO) partial charges, in e, on atoms 1 to 5:
1 O -0.5693
2 N -0.3073
3 C 0.0236
4 S -0.0430
5 C -0.4487



Which is most stable, and by how much? a, by 1.307 eV.



## a
The following is a DFT calculation (ωB97M-V/def2-TZVPD) of a gas-phase ion, C4H13N3 (charge +1).

Structure (XYZ):
```
20
C4H13N3 ωB97M-V/def2-TZVPD
C 1.73 -0.55 0.06
C 0.42 -0.41 -0.68
C -0.57 0.48 -0.04
C -1.87 0.02 0.27
N -2.83 1.06 0.74
N -0.13 1.82 0.24
N 2.46 -1.76 -0.46
H 2.34 0.33 -0.09
H 1.52 -0.70 1.11
H -0.05 -1.41 -0.76
H 0.61 -0.20 -1.75
H -2.39 -0.87 -0.04
H -3.41 0.64 1.46
H -2.30 1.85 1.12
H -3.53 1.35 0.06
H -0.02 2.40 -0.57
H 0.17 2.21 1.11
H 2.44 -1.83 -1.48
H 1.98 -2.60 -0.14
H 3.43 -1.82 -0.14
```

Properties
Total charge   +1
LUMO level (alpha / beta)   -3.2 / -3.2 eV
Multiplicity   2
<S²>   0.754
Orbital gap (alpha / beta)   0.1446 / 0.2818 hartree

These are the natural (NBO) partial charges, in e, on atoms 1 to 5:
1 C -0.2244
2 C -0.4377
3 C -0.0678
4 C -0.3625
5 N -0.6787



## b
The following is a DFT calculation (ωB97M-V/def2-TZVPD) of a gas-phase ion, C4H13N3 (charge +1).

Structure (XYZ):
```
20
C4H13N3 ωB97M-V/def2-TZVPD
N -0.14 1.10 -0.98
C -0.41 0.44 0.20
C 0.60 -0.76 0.49
C 2.01 -0.23 0.70
N 2.75 0.13 -0.54
C -1.84 -0.27 0.46
N -3.01 0.46 -0.06
H -0.09 0.56 -1.84
H -0.26 2.11 -1.09
H -0.15 1.11 1.01
H 0.31 -1.24 1.43
H 0.48 -1.44 -0.36
H 2.61 -0.93 1.28
H 1.98 0.69 1.29
H 1.98 0.04 -1.22
H 3.23 -0.71 -0.89
H -1.98 -0.52 1.50
H -1.70 -1.21 -0.09
H -2.74 0.95 -0.91
H -3.62 -0.29 -0.38
```

Properties
Total charge   +1
LUMO level (alpha / beta)   -3.4 / -8.6 eV
Multiplicity   2
<S²>   0.756
Orbital gap (alpha / beta)   0.3883 / 0.1988 hartree

These are the natural (NBO) partial charges, in e, on atoms 1 to 5:
1 N -0.3834
2 C -0.1123
3 C -0.3715
4 C -0.2497
5 N -0.7729



## c
The following is a DFT calculation (ωB97M-V/def2-TZVPD) of 2 unconnected molecules or ions with the total composition C4H13N3.

Structure (XYZ):
```
20
C4H13N3 ωB97M-V/def2-TZVPD
C -2.11 -0.99 -0.57
C -0.69 -1.47 -0.91
N 0.00 -0.39 -1.66
N -2.53 -1.73 0.66
H -2.07 0.11 -0.47
H -2.79 -1.21 -1.41
H -0.16 -1.68 0.05
H -0.73 -2.38 -1.48
H 0.87 -0.87 -1.93
H 0.24 0.30 -0.94
H -1.98 -1.43 1.45
H -3.52 -1.51 0.84
C 1.46 2.06 1.58
C 2.52 1.05 -0.23
N 1.68 0.91 0.74
H 0.40 2.17 1.57
H 1.91 3.04 1.30
H 1.68 1.81 2.65
H 2.74 0.23 -0.92
H 3.07 1.97 -0.33
```

Properties
Total charge   +1
LUMO level (alpha / beta)   -3.0 / -9.2 eV
Multiplicity   2
<S²>   0.755
Orbital gap (alpha / beta)   0.4109 / 0.1658 hartree

These are the natural (NBO) partial charges, in e, on atoms 1 to 5:
1 C -0.2366
2 C -0.2967
3 N -0.3180
4 N -0.7733
5 H 0.1907



## d
The following is a DFT calculation (ωB97M-V/def2-TZVPD) of a gas-phase ion, C4H13N3 (charge +1).

Structure (XYZ):
```
20
C4H13N3 ωB97M-V/def2-TZVPD
N 0.96 1.08 0.16
C -0.13 0.27 -0.29
C -0.50 -0.66 0.82
C 0.77 -1.22 1.47
N 1.13 -2.39 0.83
C -1.33 1.11 -0.76
N -1.04 1.75 -2.01
H 1.21 1.87 -0.47
H 0.79 1.48 1.07
H 0.24 -0.35 -1.10
H -1.04 -1.56 0.48
H -1.18 -0.23 1.55
H 1.53 -0.41 1.45
H 0.48 -1.46 2.46
H 1.87 -2.93 1.30
H 1.29 -2.35 -0.18
H -2.20 0.49 -0.76
H -1.50 1.85 -0.02
H -0.38 1.29 -2.62
H -1.87 2.04 -2.51
```

Properties
Total charge   +1
LUMO level (alpha / beta)   -2.8 / -8.3 eV
Multiplicity   2
<S²>   0.757
Orbital gap (alpha / beta)   0.3701 / 0.1682 hartree

These are the natural (NBO) partial charges, in e, on atoms 1 to 5:
1 N -0.6329
2 C -0.0855
3 C -0.4215
4 C -0.2525
5 N -0.5222



Which is most stable, and by how much? d, by 0.728 eV.



## a
The following is a DFT calculation (ωB97M-V/def2-TZVPD) of C3H5IO2 in the gas phase.

Structure (XYZ):
```
11
C3H5IO2 ωB97M-V/def2-TZVPD
C 1.06 1.03 0.33
C 0.80 -0.40 0.29
C -0.17 -0.84 -0.51
O -0.59 -2.09 -0.49
O -2.29 0.96 -0.01
I -1.00 2.10 0.63
H 1.60 1.27 1.37
H 1.55 1.63 -0.41
H 1.01 -1.03 1.13
H -0.62 -0.25 -1.32
H -1.34 -2.39 -1.01
```

Properties
Total charge   0
LUMO level   0.1 eV
Orbital gap   0.3151 hartree

These are the natural (NBO) partial charges, in e, on atoms 1 to 5:
1 C -0.4827
2 C -0.4230
3 C 0.2530
4 O -0.6781
5 O -1.0173



## b
The following is a DFT calculation (ωB97M-V/def2-TZVPD) of a molecular structure, C3H5IO2.

Structure (XYZ):
```
11
C3H5IO2 ωB97M-V/def2-TZVPD
C -2.15 0.37 -0.20
C 0.27 -0.20 -0.11
C -0.83 0.88 -0.02
O -3.24 0.33 -0.60
O -2.69 2.89 0.55
I -4.17 2.80 -0.59
H 1.08 0.36 0.37
H 0.10 -1.14 0.43
H 0.49 -0.45 -1.23
H -0.61 1.59 -0.73
H -0.91 1.37 0.96
```

Properties
Total charge   0
LUMO level (alpha / beta)   -1.4 / -1.0 eV
Orbital gap (alpha / beta)   0.2157 / 0.2401 hartree

These are the natural (NBO) partial charges, in e, on atoms 1 to 5:
1 C 0.8426
2 C -0.6054
3 C -0.5761
4 O -0.3310
5 O -1.0904



Which is most stable, and by how much? a, by 0.496 eV.



## a
The following is a DFT calculation (ωB97M-V/def2-TZVPD) of C4H2O2 in the gas phase.

Structure (XYZ):
```
8
C4H2O2 ωB97M-V/def2-TZVPD
O -2.62 0.05 0.96
C -1.96 -0.37 0.04
C -0.60 0.04 -0.15
C 0.60 0.08 -0.01
C 1.99 0.32 0.00
O 2.95 -0.26 0.48
H -2.34 -1.10 -0.70
H 1.98 1.24 -0.61
```

Properties
Total charge   0
SMILES   O=CC#CC=O
LUMO level   -0.6 eV
Orbital gap   0.3771 hartree

These are the natural (NBO) partial charges, in e, on atoms 1 to 5:
1 O -0.4629
2 C 0.3477
3 C -0.0225
4 C -0.0454
5 C 0.3535



## b
The following is a DFT calculation (ωB97M-V/def2-TZVPD) of C4H2O2 in the gas phase.

Structure (XYZ):
```
8
C4H2O2 ωB97M-V/def2-TZVPD
O -1.53 0.05 1.18
C -1.29 -0.36 0.07
C 0.06 -0.19 -0.59
C 0.28 -0.68 -1.78
C 1.18 0.51 0.16
O 1.24 0.53 1.35
H -2.05 -0.87 -0.54
H 1.93 1.01 -0.48
```

Properties
Total charge   0
LUMO level   -1.8 eV
Orbital gap   0.3234 hartree

These are the natural (NBO) partial charges, in e, on atoms 1 to 5:
1 O -0.4501
2 C 0.4354
3 C -0.6427
4 C 0.3777
5 C 0.4366



Which is most stable, and by how much? a, by 1.528 eV.



## a
The following is a DFT calculation (ωB97M-V/def2-TZVPD) of C4H2O2 in the gas phase.

Structure (XYZ):
```
8
C4H2O2 ωB97M-V/def2-TZVPD
C -1.23 -0.28 1.11
C -0.01 -0.23 1.12
C 1.11 -0.01 0.20
O 2.30 -0.04 0.33
C 0.27 0.24 -1.06
O 0.09 1.35 -1.49
H -2.29 -0.30 1.18
H -0.24 -0.69 -1.41
```

Properties
Total charge   0
SMILES   C#CC(=O)C=O
LUMO level   -0.4 eV
Orbital gap   0.3512 hartree

These are the natural (NBO) partial charges, in e, on atoms 1 to 5:
1 C -0.1127
2 C -0.1488
3 C 0.4438
4 O -0.4404
5 C 0.3621



## b
The following is a DFT calculation (ωB97M-V/def2-TZVPD) of a molecular structure, C4H2O2.

Structure (XYZ):
```
8
C4H2O2 ωB97M-V/def2-TZVPD
O 1.63 -0.76 0.87
C 1.52 -0.36 -0.26
C 0.77 0.89 -0.76
C -0.34 0.45 -0.43
C -1.58 0.16 0.23
O -2.53 0.86 -0.02
H 1.97 -0.86 -1.13
H -1.60 -0.66 0.98
```

Properties
Total charge   0
LUMO level   -0.7 eV
Orbital gap   0.3778 hartree

These are the natural (NBO) partial charges, in e, on atoms 1 to 5:
1 O -0.5157
2 C 0.3913
3 C -0.0837
4 C 0.0177
5 C 0.3290



Which is most stable, and by how much? a, by 0.951 eV.



## a
The following is a DFT calculation (ωB97M-V/def2-TZVPD) of a molecular structure, C19H22MnN4O7S.

Structure (XYZ):
```
54
C19H22MnN4O7S ωB97M-V/def2-TZVPD
Mn 1.22 -0.54 -0.22
N 3.33 0.61 -0.56
C 4.33 0.47 0.49
C 3.60 0.10 1.79
N 2.64 -0.97 1.49
C 3.23 -2.29 1.25
C 2.20 -3.16 0.53
N 1.88 -2.53 -0.76
H 3.74 0.52 -1.49
H 2.89 1.53 -0.53
H 4.91 1.39 0.65
H 5.03 -0.32 0.22
H 3.03 0.96 2.14
H 4.32 -0.19 2.56
H 1.98 -1.05 2.27
H 3.54 -2.76 2.20
H 4.11 -2.18 0.62
H 1.28 -3.20 1.11
H 2.59 -4.18 0.41
H 1.08 -3.03 -1.21
H 2.68 -2.63 -1.40
O 1.14 0.94 -2.10
C 0.13 0.28 -2.42
N -0.22 -0.70 -1.58
S -1.44 -1.86 -1.80
O -2.01 -1.40 -3.31
O -0.65 -3.08 -1.94
C -1.62 -0.35 -4.07
C -2.24 -0.13 -5.29
C -1.83 0.92 -6.10
C -0.80 1.76 -5.71
C -0.19 1.56 -4.49
C -0.59 0.51 -3.66
H -3.05 -0.78 -5.59
H -2.32 1.06 -7.05
H -0.48 2.56 -6.35
H 0.62 2.19 -4.14
O -0.28 -1.29 1.54
C -0.57 -0.07 1.57
O 0.12 0.74 0.86
C -1.66 0.43 2.43
C -2.22 -0.45 3.35
C -3.27 -0.08 4.17
C -3.74 1.21 4.03
O -4.76 1.82 4.69
C -4.83 3.13 4.18
O -3.84 3.30 3.19
C -3.17 2.11 3.11
C -2.13 1.75 2.30
H -1.82 -1.45 3.40
H -3.71 -0.75 4.89
H -4.66 3.85 5.00
H -5.83 3.30 3.74
H -1.69 2.44 1.59
```

Properties
Total charge   +1
LUMO level (alpha / beta)   -5.3 / -3.3 eV
Multiplicity   5
<S²>   6.083
Orbital gap (alpha / beta)   0.1902 / 0.2615 hartree

These are the natural (NBO) partial charges, in e, on atoms 1 to 5:
1 Mn 1.6066
2 N -0.8694
3 C -0.2285
4 C -0.2317
5 N -0.6325



## b
The following is a DFT calculation (ωB97M-V/def2-TZVPD) of a molecular structure, C19H22MnN4O7S.

Structure (XYZ):
```
54
C19H22MnN4O7S ωB97M-V/def2-TZVPD
Mn -0.44 -0.24 1.27
N -2.47 -1.31 2.25
C -2.21 -2.75 2.29
C -1.00 -3.00 3.18
N 0.13 -2.16 2.76
C 0.86 -1.53 3.86
C 0.14 -0.25 4.29
N 0.04 0.65 3.13
H -2.76 -0.98 3.17
H -3.22 -1.09 1.60
H -1.99 -3.07 1.26
H -3.07 -3.31 2.67
H -0.74 -4.06 3.16
H -1.27 -2.74 4.21
H 0.76 -2.70 2.17
H 1.86 -1.25 3.50
H 0.96 -2.21 4.71
H 0.72 0.23 5.09
H -0.86 -0.47 4.67
H 1.04 0.94 2.97
H -0.49 1.49 3.39
O 2.68 0.73 2.52
C 2.59 0.60 1.30
N 1.55 -0.01 0.70
S 1.47 0.42 -0.91
O 0.43 1.43 -0.96
O 1.33 -0.70 -1.78
C 3.09 1.18 -0.97
C 3.80 1.75 -2.00
C 5.02 2.33 -1.69
C 5.51 2.33 -0.39
C 4.79 1.75 0.64
C 3.56 1.18 0.34
H 3.41 1.74 -3.00
H 5.60 2.81 -2.47
H 6.46 2.81 -0.18
H 5.16 1.74 1.66
O -1.96 0.82 0.44
C -1.67 0.10 -0.56
O -1.01 -0.96 -0.31
C -2.13 0.41 -1.91
C -2.95 1.52 -2.12
C -3.43 1.84 -3.38
C -3.06 1.00 -4.41
O -3.41 1.07 -5.71
C -2.79 -0.03 -6.35
O -2.04 -0.75 -5.39
C -2.22 -0.11 -4.21
C -1.74 -0.43 -2.96
H -3.19 2.14 -1.27
H -4.05 2.70 -3.55
H -2.13 0.33 -7.15
H -3.57 -0.68 -6.78
H -1.07 -1.25 -2.79
```

Properties
Total charge   +1
LUMO level (alpha / beta)   -5.0 / -3.4 eV
Multiplicity   5
<S²>   6.059
Orbital gap (alpha / beta)   0.2054 / 0.2618 hartree

These are the natural (NBO) partial charges, in e, on atoms 1 to 5:
1 Mn 1.6536
2 N -0.8481
3 C -0.2243
4 C -0.2276
5 N -0.6762



Which is most stable, and by how much? a, by 0.416 eV.